The following is a DFT calculation (wB97M-V/def2-TZVPD) of a cluster of 16 separate species, C96H110N2O30 in total in a non-equilibrium geometry.

Structure (XYZ):
```
238
Properties=species:S:1:pos:R:3:forces:R:3:mulliken_charge:R:1
C 7.836662 0.998066 25.180300 0.3 -0.7 1.0 -0.19
C 8.191966 0.712157 26.654793 -1.0 2.0 -0.2 0.85
O 8.757219 -0.283735 27.029940 0.7 -1.7 -0.4 -0.65
N 7.869305 1.662645 27.576584 -0.4 0.6 -2.2 1.44
H 9.938602 3.228147 26.581026 2.7 1.9 1.7 0.04
H 7.218589 2.424975 27.367233 0.5 -0.5 -0.4 -0.88
C 8.001571 1.404210 28.949537 -0.2 1.0 1.5 1.42
H 7.662453 2.021014 24.893972 0.0 0.6 0.3 -0.47
H 6.898938 0.474200 24.977269 0.2 -0.3 -0.2 -0.34
H 8.679315 0.621396 24.610647 -0.2 -0.3 -0.4 0.48
H 8.269397 2.346082 29.392768 0.4 0.3 0.5 0.26
H 8.777906 0.683458 29.183544 -0.4 -0.1 -0.1 -1.01
H 7.007797 1.220467 29.358975 0.3 -0.7 0.3 -1.02
C 11.866620 1.641189 27.417062 -0.4 3.0 -0.8 -0.74
C 12.112000 3.045532 26.679880 -0.3 -1.9 -0.5 2.29
C 12.368715 2.589825 25.199467 0.4 0.4 0.4 -1.82
C 12.432787 3.681451 24.147490 -0.5 -0.2 0.7 -1.25
C 11.173754 4.517521 24.298801 -1.5 -1.0 -1.0 -0.38
C 10.746485 5.001280 25.681352 -0.5 -0.4 1.2 2.17
N 10.854759 3.922939 26.899043 -2.0 -2.4 -3.8 0.29
O 10.771706 4.505533 28.104667 0.0 -1.0 0.0 -0.47
C 9.276467 5.336434 25.643649 -0.5 1.1 0.5 -0.53
C 11.540209 6.118626 26.190621 2.9 1.4 -1.3 -2.01
C 13.300559 3.760982 27.230102 1.1 -0.6 0.9 -1.62
H 12.692576 0.972075 27.226205 -0.1 -0.3 -0.2 0.55
H 10.860538 1.351190 27.099336 0.4 -0.8 0.1 0.05
H 11.840073 1.928549 28.438623 -0.1 -0.4 1.2 -0.66
H 11.645175 1.838146 24.907565 -0.3 -0.2 0.0 0.27
H 13.360019 2.095131 25.212681 -0.6 0.0 0.2 0.54
H 12.394980 3.185171 23.176479 0.3 0.3 -0.1 0.55
H 13.375822 4.206244 24.272020 0.0 0.4 -0.2 0.40
H 10.320148 3.870268 23.919382 0.8 0.4 0.4 -0.50
H 11.114107 5.354426 23.577411 0.2 0.0 0.6 0.59
H 8.891159 5.662715 26.619121 0.3 -0.4 -0.1 -0.90
H 8.723500 4.467613 25.349432 -0.6 -0.5 -0.4 -0.13
H 9.022743 6.190083 24.987769 0.4 -0.6 -0.1 0.69
H 11.641702 6.162431 27.248088 -0.6 0.2 0.8 0.03
H 11.241007 7.052347 25.760195 -0.6 0.7 0.0 0.54
H 12.599385 6.050565 25.843605 -0.6 -0.1 0.0 0.47
H 13.360405 4.815323 27.200518 -0.6 1.0 -0.1 0.33
H 14.209432 3.471470 26.723064 0.2 -0.5 -0.2 0.47
H 13.435044 3.499996 28.274182 0.1 0.0 0.3 0.19
C 14.189637 -5.025807 27.065446 -0.4 -0.2 -1.2 -0.49
C 13.945974 -5.560232 25.785076 -1.4 1.3 1.3 -0.86
C 12.740144 -5.195982 25.107010 0.9 -0.1 2.1 0.22
C 11.793296 -4.405604 25.756338 1.2 0.8 0.2 -0.13
C 12.138919 -3.751481 26.965747 -0.7 -1.2 -1.0 -0.98
C 13.288369 -4.085498 27.614286 1.8 -1.1 0.2 0.29
O 13.628722 -3.492948 28.807619 -0.4 0.2 0.6 -0.46
O 12.449440 -5.639792 23.879048 -0.8 0.0 -1.0 -0.51
H 15.102308 -5.349598 27.586927 -0.5 0.4 -0.1 0.37
H 14.652558 -6.272918 25.424941 0.3 -0.4 -0.6 0.41
H 10.861324 -4.189366 25.254143 -0.1 0.1 0.0 0.84
H 11.455793 -3.086872 27.442966 -0.4 0.5 0.1 0.76
H 13.779042 -4.163592 29.491518 0.0 0.2 -0.3 0.32
H 13.052625 -6.322914 23.614952 0.5 -0.5 -0.2 0.28
C 5.909012 -5.307654 25.259277 -0.2 -0.8 0.7 -0.55
C 6.549954 -5.943791 24.194006 -0.6 1.2 0.3 -0.89
C 7.476361 -5.169169 23.564237 1.6 1.5 -1.4 0.11
C 7.787429 -3.856987 24.008255 0.7 -1.4 -0.4 0.14
C 7.162651 -3.284871 25.088332 0.6 0.8 -0.3 -0.36
C 6.202641 -4.030141 25.717061 -1.5 -0.4 0.1 0.29
O 5.391523 -3.435594 26.723603 1.3 -1.0 0.3 -0.56
O 8.110441 -5.629787 22.428396 -0.5 -0.6 0.4 -0.71
H 5.202121 -5.923361 25.793118 -0.4 0.3 0.2 0.48
H 6.202223 -6.873341 23.783622 0.2 -0.4 0.2 0.56
H 8.644929 -3.402308 23.532733 -0.1 0.5 -0.2 0.22
H 7.439696 -2.271953 25.398658 -0.2 -0.3 0.1 0.56
H 5.907529 -3.536294 27.546933 -0.4 0.2 -0.1 0.24
H 8.726797 -4.997671 22.045833 -0.1 0.3 0.3 0.30
C 5.438274 -1.086521 32.450597 0.6 -0.6 0.3 -0.76
C 6.345740 -2.191092 32.512818 -1.6 1.3 -0.8 -1.10
C 6.968974 -2.612917 31.343266 -0.7 1.9 -0.2 0.15
C 6.788932 -1.887893 30.131973 -0.5 -0.2 0.3 0.15
C 5.863409 -0.838937 30.110308 0.4 -0.4 0.0 -0.08
C 5.261221 -0.349604 31.289552 0.8 -1.3 -0.6 -0.29
O 4.517693 0.788899 31.230289 -0.4 0.2 -0.2 -0.39
O 7.735041 -3.688086 31.386184 1.0 -1.0 -0.2 -0.59
H 4.818169 -0.843566 33.319576 0.5 0.1 -0.1 0.46
H 6.449198 -2.714033 33.450853 0.2 -0.2 -0.1 0.51
H 7.364404 -2.142801 29.194609 -0.8 0.1 1.1 0.85
H 5.600307 -0.485666 29.119655 0.0 0.7 0.2 0.87
H 4.506026 1.200075 32.100637 -0.1 0.0 0.1 0.16
H 8.372729 -3.573985 30.669297 0.6 -0.6 0.1 0.00
C 7.187968 3.461579 22.339208 0.0 1.4 -0.3 -0.38
C 6.280925 4.310903 22.991845 -0.8 -0.8 -0.7 -0.32
C 6.326485 5.695872 22.860597 0.9 -0.6 0.8 -0.35
C 7.364046 6.229651 22.159751 0.9 0.0 -0.7 -0.50
C 8.283624 5.412660 21.531231 0.5 0.0 -0.7 -0.67
C 8.208528 4.038532 21.561760 -1.2 -0.9 0.8 0.85
O 9.026774 3.202433 20.805662 0.1 1.0 0.0 -0.45
O 5.593420 6.587058 23.563347 -0.8 0.4 0.1 -0.62
H 7.028101 2.403085 22.362473 0.0 -0.4 0.1 0.39
H 5.396730 3.854456 23.434329 0.4 0.0 0.3 0.58
H 7.487402 7.286893 22.076637 -0.1 0.5 0.0 0.48
H 9.048705 5.871884 20.924691 0.3 0.2 -0.1 0.29
H 9.505589 3.804999 20.205979 0.0 -0.7 0.2 0.25
H 4.777288 6.211070 23.897632 -0.2 -0.2 0.1 0.41
C 11.061367 0.262004 30.860659 -1.3 -1.0 -0.9 1.62
C 10.390619 -0.951579 30.447721 1.9 -0.1 1.5 -0.39
C 10.837138 -2.173414 30.977430 1.4 0.7 -0.2 0.17
C 11.900672 -2.226118 31.885795 1.0 1.0 0.4 -0.46
C 12.553584 -1.036805 32.265541 -1.4 -0.6 -0.7 -1.03
C 12.142255 0.211530 31.735715 0.3 -1.2 0.4 0.09
O 12.905295 1.266551 32.117938 -0.6 0.5 -0.3 -0.76
O 10.446271 -3.420333 30.555366 -1.4 -0.8 -0.4 -0.59
H 10.644579 1.204401 30.461751 0.5 -0.5 0.3 -0.56
H 9.653100 -0.992778 29.673381 -0.4 0.3 -0.2 0.24
H 12.336537 -3.209402 32.189442 -0.7 0.9 -0.2 0.42
H 13.360785 -1.084306 32.970732 0.4 0.2 0.1 0.58
H 12.521900 2.068716 31.703658 0.2 -0.4 0.0 0.60
H 10.723472 -3.643427 29.661328 0.1 0.4 -0.1 0.11
C 7.668076 6.917270 31.103690 0.4 -0.2 -0.3 -0.55
C 7.003604 8.137874 30.979685 0.4 -0.2 0.3 -0.72
C 7.058480 8.864196 29.813150 -0.9 1.7 -0.9 0.40
C 7.781140 8.430378 28.719742 0.6 -0.3 -0.2 -0.45
C 8.390998 7.200420 28.833085 0.5 -0.1 -0.7 -0.11
C 8.353869 6.426307 29.994621 0.2 0.5 -0.2 0.17
O 9.086239 5.295824 30.060884 0.3 -0.2 -0.3 0.88
O 6.430125 10.101421 29.598888 0.4 -0.8 0.5 -0.58
H 7.770824 6.415969 32.067284 -0.3 0.1 -0.3 0.36
H 6.595845 8.568989 31.871192 -0.5 0.2 0.3 0.49
H 7.978366 9.057790 27.830251 -0.6 -0.4 0.7 0.42
H 8.989845 6.856149 27.989655 0.0 0.0 0.4 0.04
H 9.609919 5.131016 29.231069 -0.4 -0.1 0.2 -0.45
H 5.853456 10.303977 30.338815 -0.1 0.0 0.2 0.29
C 3.048232 -1.144139 27.283453 0.1 -0.5 0.7 -0.64
C 2.043097 -0.426023 27.922254 0.1 -1.1 1.1 -0.61
C 1.452146 0.639612 27.325670 -0.3 1.4 -2.5 0.47
C 1.775641 0.976574 25.945760 0.0 -1.6 1.8 0.00
C 2.728917 0.180593 25.310917 -1.4 1.5 0.4 -0.84
C 3.384988 -0.822770 26.032806 1.5 1.5 -3.2 0.55
O 4.532112 -1.278951 25.404503 -0.6 -0.6 0.9 -0.02
O 0.504282 1.450706 27.890311 0.2 -0.2 1.1 -0.61
H 3.659297 -1.935047 27.699132 -0.5 0.0 0.7 0.54
H 1.759970 -0.815446 28.895595 -0.2 0.5 0.1 0.37
H 1.207211 1.772931 25.470457 0.3 -0.1 0.0 0.49
H 2.971690 0.469474 24.295633 0.3 -0.5 -0.1 0.39
H 4.850380 -1.980499 26.016507 0.4 0.1 -0.6 0.01
H 0.598510 1.413050 28.864483 -0.2 0.0 -0.7 0.32
C 9.821354 3.234054 33.548089 -0.3 -0.3 -0.3 -0.46
C 10.397649 2.473978 34.534688 0.2 -1.1 0.7 -1.13
C 10.162883 1.092599 34.615347 -0.4 0.2 0.1 0.29
C 9.256581 0.516481 33.716937 0.4 -0.2 0.6 -0.79
C 8.663420 1.304721 32.759224 -0.4 -0.7 0.0 1.08
C 8.996624 2.628487 32.621278 0.0 -0.6 -0.6 0.02
O 8.579051 3.215001 31.464587 0.6 1.0 0.7 1.34
O 10.729692 0.361682 35.659697 0.1 0.2 -0.8 -0.64
H 9.986249 4.283121 33.513013 0.3 0.8 -0.2 0.70
H 11.044346 2.940929 35.258773 0.2 0.0 0.2 0.55
H 9.034679 -0.553489 33.708903 0.1 0.3 0.3 0.37
H 7.916262 0.870570 32.103298 0.2 0.0 -0.3 -0.07
H 9.231658 3.933461 31.321814 -0.9 -0.1 -0.5 -0.77
H 11.025392 -0.481033 35.284973 -0.1 0.1 0.2 0.33
C 12.668008 7.013796 31.442973 0.6 -1.5 -1.2 -1.41
C 12.268085 5.832639 30.792758 -1.4 -0.6 -0.6 0.84
C 12.482262 4.532912 31.257825 0.2 0.6 1.6 0.62
C 13.251893 4.408591 32.457758 -1.0 -1.0 -1.6 -1.30
C 13.753758 5.517732 33.019365 0.9 3.0 1.3 -0.82
C 13.468550 6.811329 32.540597 0.9 1.1 -0.2 0.77
O 14.166896 7.896372 33.091698 -0.3 -0.7 -0.2 -0.57
O 11.878516 3.375870 30.737482 0.5 1.6 -0.9 0.29
H 12.547668 7.923768 30.832169 0.0 -0.2 1.0 0.27
H 11.620113 5.964288 29.927389 0.3 -0.2 0.0 0.16
H 13.483762 3.464609 32.910339 0.0 -0.5 -0.1 0.62
H 14.461437 5.578619 33.858310 -0.4 -0.7 -0.3 0.36
H 14.311312 8.522803 32.367727 -0.1 -0.1 0.4 0.31
H 11.713723 3.545595 29.772937 -0.2 -0.1 0.7 -0.66
C 6.830039 -1.033855 21.904677 0.4 -0.2 -0.1 0.49
C 5.801407 -1.734534 21.341284 -1.1 -0.2 -0.3 -0.92
C 5.341727 -1.450760 20.056182 -0.2 0.3 0.1 0.45
C 5.955311 -0.421478 19.317935 -1.3 -1.3 -0.4 -0.73
C 7.098634 0.121911 19.810646 1.5 1.1 1.4 -0.61
C 7.529736 -0.147033 21.104627 -0.2 -0.6 0.9 -0.19
O 8.653470 0.400423 21.712428 -0.3 0.4 -0.8 0.45
O 4.225142 -2.147891 19.632470 0.7 0.4 0.7 -0.54
H 7.094419 -1.239714 22.939358 0.2 0.2 -0.2 0.52
H 5.258791 -2.443329 21.945149 -0.1 -0.2 0.0 0.60
H 5.539401 -0.056846 18.376809 0.1 -0.3 0.1 0.34
H 7.679279 0.878046 19.320113 0.0 0.3 -0.7 0.50
H 8.818241 1.258150 21.296548 0.4 0.2 0.0 -0.46
H 4.161563 -2.038107 18.693518 -0.2 0.0 -0.8 0.29
C 6.098082 3.720168 34.243769 0.6 -1.1 1.1 -0.54
C 5.349067 3.832512 33.070015 -0.3 0.5 1.1 0.31
C 4.104021 4.444018 33.198671 0.1 0.4 -1.3 -0.23
C 3.599891 4.789227 34.418277 -0.3 -0.5 1.4 -0.47
C 4.295295 4.591457 35.620703 -0.8 -0.1 -1.3 -0.39
C 5.570645 4.079296 35.529205 0.2 -0.3 -0.2 0.00
O 6.126032 3.796536 36.787516 -1.0 -0.3 -1.0 -0.57
O 3.304311 4.751875 32.120477 -0.1 -0.3 0.2 -0.69
H 7.055513 3.160273 34.186139 -0.6 0.6 0.2 0.33
H 5.650663 3.457932 32.102299 0.5 0.1 0.1 0.69
H 2.552560 5.007115 34.422994 -0.4 0.7 0.1 0.42
H 3.777082 4.720642 36.573658 0.5 0.1 -0.3 0.41
H 7.030497 4.034356 36.828647 1.5 0.2 -0.1 0.29
H 3.827322 4.753344 31.308183 0.2 -0.1 -0.1 0.43
C 13.780052 -2.036225 22.853596 -0.4 -0.2 0.0 -0.56
C 12.455129 -2.370818 22.789547 -1.1 -0.2 -0.7 -0.36
C 11.484620 -1.435712 22.369470 1.3 0.2 0.2 -0.29
C 11.897308 -0.138392 22.057725 0.1 -0.2 -0.2 -0.05
C 13.265834 0.190085 22.137779 -0.8 0.7 -0.6 -0.72
C 14.184949 -0.749426 22.518061 1.0 -0.4 0.9 0.83
O 15.514578 -0.404371 22.686915 -0.2 -0.1 -0.2 -0.61
O 10.206963 -1.838616 22.252944 -0.4 -0.6 0.1 -0.59
H 14.432340 -2.849732 23.164543 0.4 0.4 -0.1 0.34
H 12.184700 -3.420827 22.921801 -0.2 0.4 0.2 0.47
H 11.148816 0.578506 21.676775 0.6 -0.3 0.3 0.44
H 13.593657 1.186496 21.826869 0.0 -0.3 0.3 0.40
H 15.941115 -1.183585 23.067894 0.1 0.3 -0.1 0.28
H 9.676127 -1.086467 21.966437 -0.2 0.3 0.0 0.26
C 5.605498 4.294370 26.490251 -0.5 0.5 -0.7 0.49
C 5.678245 4.989433 27.684163 0.0 -0.3 0.6 -0.72
C 5.278365 4.301843 28.830799 0.2 1.2 -0.4 0.30
C 4.751106 3.060211 28.744170 -0.7 -2.1 0.3 -0.57
C 4.513723 2.374524 27.543285 0.4 1.6 0.7 0.68
C 4.977229 3.029221 26.418385 0.6 0.2 -0.8 0.97
O 4.896606 2.394431 25.198195 -0.2 -0.2 0.4 -0.52
O 5.243089 4.838405 30.087149 0.2 0.3 0.2 -0.20
H 5.920338 4.871784 25.606762 -0.2 -0.8 0.2 -0.32
H 6.014364 6.026811 27.735884 0.1 -0.3 -0.1 0.66
H 4.567724 2.595194 29.703801 -0.5 -0.2 -0.1 0.32
H 3.912778 1.475686 27.467836 0.4 -0.1 0.2 -0.89
H 4.571184 1.502907 25.431606 0.0 0.3 -0.6 -0.28
H 5.853737 5.576204 30.191182 0.2 0.2 0.0 -0.08
C 9.208097 -8.256498 26.594376 -0.8 0.3 0.5 -0.78
C 9.245248 -6.890218 26.565056 0.7 1.3 -1.4 -0.37
C 8.702776 -6.117489 27.568982 -1.2 1.7 0.1 0.16
C 8.068017 -6.738555 28.618391 0.9 1.2 1.0 -0.56
C 8.242086 -8.085444 28.796555 -1.3 -0.8 1.4 -0.68
C 8.679312 -8.812048 27.751349 1.7 -3.1 -1.6 0.81
O 8.777019 -10.215005 27.867490 -0.6 1.2 1.2 -0.58
O 8.598374 -4.676194 27.540086 0.4 -1.8 -0.8 0.66
H 9.471172 -8.843936 25.722582 0.3 0.0 0.2 0.27
H 9.689212 -6.403882 25.700304 -0.1 0.1 0.0 0.56
H 7.629686 -6.104117 29.376251 -0.1 -0.1 0.2 0.40
H 7.949005 -8.643577 29.698359 -0.1 0.5 -0.4 0.40
H 8.792098 -10.583474 26.996739 0.1 -0.3 -0.8 0.29
H 8.490345 -4.434920 26.596840 0.2 0.0 0.6 -0.55
```
Forces are in eV/Å.

Output
orbital gap	0.280	Eh
charge	0
HOMO	-7.616	eV
largest force on an atom	4.88	eV Å⁻¹